Below is an isolated molecule of C3H7N, with properties calculated with ωB97M-V/def2-TZVPD.

Element x y z (Å)
C 0.51423 0.43131 0.34256
C -0.63962 -0.44157 0.34039
C -1.73010 -0.00587 -0.18223
H 1.57560 -0.70344 -1.12683
H 2.49708 0.17683 -0.25149
H 0.87837 0.53567 1.38073
H 0.21236 1.42210 -0.11289
H -0.53390 -1.36013 0.88185
H -1.65714 0.80137 -0.91234
H -2.76979 -0.50722 -0.18991
N 1.65290 -0.34905 -0.16984

maximum force = 4.92 eV/Å
spin multiplicity = 1
ΔE to the lowest compared entry with this formula, charge and spin = 97.4 kJ/mol
net charge = 0
SMILES = C=CCN
E_LUMO = 1.24 eV
frontier orbital gap = 10.7497 eV

---

Below is a cluster of 2 separate species, C3H10N2S in total, with properties calculated with ωB97M-V/def2-TZVPD.

Element x y z (Å)
C 0.62727 2.32749 0.23808
C 0.69493 1.31160 -0.89238
S -0.27409 1.76161 -2.32676
H -0.38563 2.40954 0.63163
H 0.86424 3.31407 -0.13693
H 1.29019 2.14130 1.08179
H 0.26695 0.37850 -0.53357
H 1.72500 1.09100 -1.14783
N 0.02446 -2.42158 1.58160
C -1.07488 -2.38148 0.76010
N -0.99409 -2.57146 -0.49101
H 0.84304 -2.79317 1.11979
H -0.10347 -2.83547 2.48991
H -2.01641 -2.12747 1.24415
H -1.91784 -2.42542 -0.88140
H 0.43033 2.82091 -2.73718

maximum force = 1.00 eV/Å
spin multiplicity = 1
ΔE to the lowest compared entry with this formula, charge and spin = 24.4 kJ/mol
net charge = 0
SMILES = [H]/N=C/N.CCS
E_LUMO = 0.91 eV
frontier orbital gap = 9.7850 eV

---

Below is a structure of composition C21H38IN6ORuS, with properties calculated with ωB97M-V/def2-TZVPD.

Element x y z (Å)
Ru -0.19811 -0.08929 0.46647
C 4.38961 0.01730 0.53048
N 3.18809 -0.54374 -0.10518
C 2.84059 0.02860 -1.41306
C 2.52838 -1.59002 0.39059
N 1.17699 -1.66987 0.07243
C 0.59271 -2.80325 -0.37252
C 1.23368 -4.04249 -0.63795
C 0.51231 -5.09577 -1.11067
C -0.88864 -4.98011 -1.33315
C -1.53561 -3.79036 -1.13732
C -0.81542 -2.66812 -0.69282
N -1.37589 -1.42977 -0.51588
C -2.60215 -1.13687 -1.12476
N -3.59532 -0.71496 -0.35180
C -4.65097 0.19519 -0.82076
C -3.74523 -1.16543 1.03548
N -2.69669 -1.23582 -2.44487
C -3.95963 -1.54802 -3.13636
C -1.51919 -1.24230 -3.31725
N 3.09321 -2.46946 1.20763
C 2.32261 -3.21020 2.20861
C 4.51653 -2.83536 1.14297
H 4.28884 1.10101 0.52107
H 5.29854 -0.25083 -0.00671
H 4.45451 -0.31882 1.56006
H 3.22112 -0.59530 -2.22220
H 3.29398 1.01271 -1.48774
H 1.76214 0.13254 -1.53480
H 2.29901 -4.13959 -0.49048
H 1.00198 -6.03691 -1.32166
H -1.44114 -5.84698 -1.67068
H -2.59965 -3.71350 -1.32017
H -4.31200 0.73061 -1.70174
H -4.83414 0.91292 -0.02307
H -5.58004 -0.32988 -1.03575
H -4.57403 -1.87152 1.09969
H -3.96041 -0.30667 1.66684
H -2.83580 -1.64969 1.37913
H -4.66709 -1.98993 -2.44168
H -3.73029 -2.27755 -3.91137
H -4.39609 -0.66873 -3.60575
H -0.67348 -0.77331 -2.82223
H -1.76032 -0.67370 -4.21352
H -1.26138 -2.26218 -3.60629
H 1.35308 -2.74148 2.34625
H 2.87677 -3.17564 3.14634
H 2.20461 -4.25445 1.91796
H 4.97242 -2.44210 0.24100
H 4.57121 -3.92386 1.11309
H 5.05597 -2.48478 2.02157
O 0.25142 -0.40190 2.49289
S -0.58077 -0.15481 3.79778
C 0.39163 0.99202 4.78964
C 0.21260 0.53976 6.25099
C -0.40612 -0.87799 6.27578
C -0.19697 -1.51612 4.90308
H 0.05000 2.00471 4.58707
H 1.41356 0.87984 4.42243
H -0.42017 1.23920 6.79071
H 1.18536 0.55000 6.73791
H -1.47110 -0.82847 6.50270
H 0.04820 -1.50570 7.03945
H -0.86121 -2.35238 4.69458
H 0.84122 -1.79974 4.72048
I -1.98686 2.39118 1.74408
C -0.82390 1.81150 0.10357
H -1.36640 2.01310 -0.81720
H 0.12691 2.36296 0.11798

maximum force = 0.87 eV/Å
spin multiplicity = 5
net charge = +3
E_LUMO (alpha / beta) = -9.45 / -11.09 eV
frontier orbital gap (alpha / beta) = 7.2021 / 6.3267 eV

---

Below is an isolated molecule of C5H10N2O4, with properties calculated with ωB97M-V/def2-TZVPD.

Element x y z (Å)
C -2.13294 0.17637 0.70522
C -1.32909 -1.08732 0.21649
C 1.09127 -0.00744 0.35714
C 0.70106 1.44140 -0.11111
C 2.30940 -0.47482 -0.37564
H -2.20905 1.23757 -0.98711
H -3.56854 1.19916 -0.15819
H -2.86793 -0.11636 1.48636
H -1.48895 0.96209 1.19537
H 0.35485 -1.78886 -0.37423
H 1.35064 0.01363 1.46579
H 2.15403 -0.48691 -1.47464
H 3.18833 0.07343 -0.03176
H 2.49638 -2.05310 0.83066
H 1.58725 2.05724 1.47699
N -2.79957 0.58710 -0.49584
N 0.03598 -0.96757 0.08090
O -1.86897 -2.09860 -0.09361
O 0.05814 1.67959 -1.11149
O 2.49299 -1.84490 -0.10668
O 1.13158 2.42345 0.65212

maximum force = 3.27 eV/Å
spin multiplicity = 1
ΔE to the lowest compared entry with this formula, charge and spin = 120.8 kJ/mol
net charge = 0
SMILES = NCC(=O)N[C@@H](CO)C(=O)O
E_LUMO = -0.04 eV
frontier orbital gap = 9.3136 eV

---

Below is a structure of composition C15H28F6Li4N3O27S6, with properties calculated with ωB97M-V/def2-TZVPD.

Element x y z (Å)
Li -14.50610 -12.82453 -4.77405
Li -13.11552 -12.22020 -1.82412
Li -16.82205 -12.38332 -5.60167
Li -15.10389 -13.37515 0.04475
N -16.10742 -14.54872 1.41540
S -16.91427 -13.70201 2.45865
O -17.49150 -14.46827 3.53420
O -17.54827 -12.52059 1.92167
F -15.58114 -13.04618 3.06011
S -17.68141 -15.16199 0.73161
O -18.25714 -14.16273 -0.14308
O -18.58653 -16.09217 1.43160
F -16.97051 -16.11885 -0.40419
N -16.05886 -11.97257 -3.84177
S -16.78479 -12.33834 -2.56798
O -18.24321 -11.97860 -2.56085
O -16.11004 -12.46353 -1.25348
F -16.81422 -13.90026 -2.97412
S -15.64853 -10.47351 -3.20585
O -14.43310 -10.60905 -2.35973
O -16.68690 -9.48366 -2.95461
F -15.07723 -10.05316 -4.69287
N -13.33572 -12.61894 0.09470
S -12.99878 -11.35753 0.92514
O -11.85412 -10.51653 0.50803
O -13.26939 -11.34272 2.38759
F -14.24639 -10.50343 0.34340
S -12.25202 -13.77691 0.87997
O -13.07432 -14.78948 1.58823
O -10.94208 -13.31026 1.34976
F -11.78015 -14.57352 -0.46759
C -18.26517 -6.19091 -3.83093
C -17.92620 -6.16073 -5.30946
O -16.51897 -6.19208 -5.19046
C -16.10910 -5.89385 -3.92307
O -14.96611 -5.92262 -3.50568
O -17.16727 -5.63965 -3.18720
H -18.42936 -7.22525 -3.52880
H -19.16770 -5.65066 -3.54516
H -18.40844 -5.30012 -5.77303
H -18.35834 -7.10094 -5.65206
C -20.63565 -10.83689 -4.79015
O -20.54610 -11.01253 -6.21246
C -19.28534 -11.06899 -6.70147
O -18.23961 -10.95753 -6.01684
O -19.38598 -11.13629 -7.91258
C -18.16684 -11.11617 -8.73189
H -21.59028 -10.41984 -4.46947
H -19.86900 -10.25766 -4.27554
H -20.62924 -11.79333 -4.26739
H -18.44658 -10.94670 -9.77166
H -17.52612 -11.98640 -8.58952
H -17.48942 -10.36940 -8.31770
C -11.93896 -9.03696 -4.61141
O -10.87179 -9.02282 -3.71479
C -10.71773 -9.94644 -2.78937
O -11.54290 -10.78504 -2.45447
O -9.58395 -9.79957 -2.31708
C -9.03148 -10.73256 -1.41372
H -11.88347 -8.17356 -5.27440
H -12.93026 -8.99480 -4.16014
H -12.02941 -9.90104 -5.26965
H -9.27349 -11.78169 -1.58358
H -9.45630 -10.44902 -0.45079
H -7.94799 -10.63056 -1.35250
C -17.54046 -7.57467 -0.21245
O -16.26089 -7.67876 -0.78783
C -15.12636 -7.04978 -0.30836
O -15.01017 -6.09908 0.41672
O -14.16656 -7.80996 -0.73735
C -12.84697 -7.49956 -0.47992
H -17.92810 -6.56211 -0.32450
H -17.44353 -7.86910 0.83254
H -18.16622 -8.30115 -0.73086
H -12.78289 -6.42875 -0.67318
H -12.29545 -8.03358 -1.25372
H -12.61540 -7.77089 0.55006
C -19.67246 -15.19071 -3.49169
O -20.18410 -14.98578 -4.80093
C -19.43992 -14.45811 -5.76178
O -18.37419 -13.85161 -5.74860
O -19.90787 -14.93156 -6.91054
C -19.28923 -14.53360 -8.11365
H -20.41921 -15.74404 -2.92221
H -19.66559 -14.17967 -3.08444
H -18.74134 -15.75275 -3.41943
H -18.23943 -14.79499 -8.24670
H -19.44820 -13.46710 -8.27304
H -19.76425 -15.15983 -8.86883

maximum force = 10.70 eV/Å
spin multiplicity = 2
net charge = 0
E_LUMO (alpha / beta) = -2.25 / -2.02 eV
frontier orbital gap (alpha / beta) = 4.2963 / 7.4224 eV

---

Below is a cluster of 4 separate species, C43H56F5N6O14S3 in total, with properties calculated with ωB97M-V/def2-TZVPD.

Element x y z (Å)
C 4.62274 -1.36859 1.30621
C 3.61079 -0.18764 1.41492
C 3.17245 -0.05535 2.87042
C 4.29017 1.07184 0.87170
C 3.51558 2.40443 0.92515
C 3.54739 3.11030 2.29143
C 2.10291 2.29770 0.33124
O 1.14697 1.94581 1.33557
C -0.07788 1.46145 0.90644
N -0.06329 0.06838 0.63345
C -0.71178 2.20336 -0.25252
N -2.17321 2.11440 -0.20431
C -2.76222 2.37119 -1.51269
C -2.43855 1.40436 -2.66952
C -1.85889 2.19122 -3.85797
O -3.63506 0.71242 -2.96263
C -3.58993 -0.20567 -4.05734
C -2.66840 -1.39437 -3.93811
C -1.28592 -1.31588 -4.14261
C -0.46115 -2.43673 -4.04446
C -1.01985 -3.68734 -3.76994
C -2.39799 -3.78827 -3.60219
C -3.21674 -2.65707 -3.66413
C -2.73472 0.97975 0.50428
C -2.30124 1.06389 1.99346
S -3.68168 2.05924 2.82028
C -5.10853 1.02075 2.92801
O -3.23833 2.43951 4.13048
O -4.00776 3.11594 1.90597
S -2.18438 -0.54803 2.90804
O -0.80450 -0.93364 3.01224
O -2.87566 -0.36278 4.14765
C -3.08216 -1.93653 2.03079
F -4.08221 -1.48469 1.27120
F -3.58867 -2.63595 3.04411
C -2.17908 -2.89361 1.19553
F -1.53749 -2.22626 0.24981
F -1.33089 -3.53869 1.97218
F -3.01455 -3.77548 0.63574
N -0.98473 1.73916 2.11881
C -0.98936 3.20571 2.45685
S -0.57096 3.48651 4.19968
O -1.00253 4.79232 4.55547
O 0.81337 3.10023 4.25345
H 4.29462 -2.08942 0.55993
H 5.58741 -1.00507 0.95880
H 4.75118 -1.86928 2.25986
H 2.78588 -0.44927 0.74712
H 2.80366 -1.00194 3.25981
H 2.43657 0.72973 3.02768
H 4.04429 0.22632 3.46363
H 4.57371 0.90810 -0.16917
H 5.21404 1.21478 1.43408
H 4.02945 3.06777 0.22819
H 4.37018 2.72158 2.88990
H 2.64343 2.97831 2.87112
H 3.74937 4.17110 2.15996
H 2.12121 1.55940 -0.47429
H 1.84471 3.26342 -0.10894
H 0.54689 -0.43177 1.26726
H 0.18292 -0.11519 -0.32684
H -0.29825 1.87574 -1.20784
H -0.43787 3.25828 -0.16685
H -3.84456 2.37534 -1.37118
H -2.48906 3.38914 -1.77373
H -1.68446 0.69087 -2.31076
H -2.55546 2.21515 -4.69284
H -1.63787 3.22380 -3.60602
H -0.94231 1.75425 -4.24203
H -4.60493 -0.58733 -4.13205
H -3.39778 0.32241 -4.99233
H -0.83721 -0.36672 -4.38999
H 0.60085 -2.31429 -4.19505
H -0.37112 -4.54569 -3.69464
H -2.83835 -4.75479 -3.40187
H -4.28317 -2.77410 -3.52808
H -2.46407 0.01794 0.06058
H -3.81488 1.06036 0.43448
H -5.84138 1.76457 3.24437
H -5.00815 0.27100 3.70015
H -5.40870 0.64263 1.95776
H -0.48250 1.29190 2.90895
H -1.88422 3.73487 2.14597
H -0.15298 3.68944 1.96173
H -1.25914 2.52683 4.86293
C 2.42328 1.44000 8.09021
C 2.49834 1.98400 6.81418
C 3.71475 2.05099 6.15805
C 4.84042 1.56604 6.79285
C 4.79392 1.03157 8.06652
C 3.57125 0.97155 8.71732
N 6.12805 1.60886 6.07692
O 6.13258 2.08936 4.95999
O 7.09897 1.15149 6.63731
H 1.47002 1.38116 8.59883
H 1.61433 2.34670 6.31656
H 3.78127 2.46914 5.16472
H 5.69192 0.66483 8.54014
H 3.51512 0.55329 9.71249
C -0.07354 -8.59621 1.10490
C 0.98855 -7.70471 1.18493
C 1.43217 -7.04834 0.04861
C 0.79493 -7.29933 -1.15223
C -0.26028 -8.18603 -1.25627
C -0.69412 -8.83821 -0.11354
N 1.25009 -6.59158 -2.35985
O 2.18641 -5.82746 -2.24845
O 0.65353 -6.80338 -3.39664
H -0.41734 -9.10578 1.99494
H 1.47350 -7.52130 2.13352
H 2.25908 -6.35614 0.09622
H -0.73355 -8.36594 -2.20961
H -1.51699 -9.53640 -0.17496
C -1.95886 3.63317 -9.92340
C -2.10247 2.29411 -9.58393
C -1.39148 1.76747 -8.51860
C -0.54755 2.60277 -7.80930
C -0.38506 3.93739 -8.13257
C -1.09995 4.45154 -9.20136
N 0.19534 2.05409 -6.66728
O 0.04527 0.87517 -6.40699
O 0.90351 2.80687 -6.03023
H -2.51799 4.04047 -10.75479
H -2.76882 1.65858 -10.14985
H -1.49138 0.72734 -8.24696
H 0.28567 4.56316 -7.56375
H -0.98690 5.49215 -9.47052

maximum force = 1.88 eV/Å
spin multiplicity = 1
net charge = +1
E_LUMO = -2.73 eV
frontier orbital gap = 8.5713 eV

---

Copy entry 2 word for word.
Below is a cluster of 2 separate species, C3H10N2S in total, with properties calculated with ωB97M-V/def2-TZVPD.

Element x y z (Å)
C 0.62727 2.32749 0.23808
C 0.69493 1.31160 -0.89238
S -0.27409 1.76161 -2.32676
H -0.38563 2.40954 0.63163
H 0.86424 3.31407 -0.13693
H 1.29019 2.14130 1.08179
H 0.26695 0.37850 -0.53357
H 1.72500 1.09100 -1.14783
N 0.02446 -2.42158 1.58160
C -1.07488 -2.38148 0.76010
N -0.99409 -2.57146 -0.49101
H 0.84304 -2.79317 1.11979
H -0.10347 -2.83547 2.48991
H -2.01641 -2.12747 1.24415
H -1.91784 -2.42542 -0.88140
H 0.43033 2.82091 -2.73718

maximum force = 1.00 eV/Å
spin multiplicity = 1
ΔE to the lowest compared entry with this formula, charge and spin = 24.4 kJ/mol
net charge = 0
SMILES = [H]/N=C/N.CCS
E_LUMO = 0.91 eV
frontier orbital gap = 9.7850 eV

---

Copy entry 2 word for word.
Below is a cluster of 2 separate species, C3H10N2S in total, with properties calculated with ωB97M-V/def2-TZVPD.

Element x y z (Å)
C 0.62727 2.32749 0.23808
C 0.69493 1.31160 -0.89238
S -0.27409 1.76161 -2.32676
H -0.38563 2.40954 0.63163
H 0.86424 3.31407 -0.13693
H 1.29019 2.14130 1.08179
H 0.26695 0.37850 -0.53357
H 1.72500 1.09100 -1.14783
N 0.02446 -2.42158 1.58160
C -1.07488 -2.38148 0.76010
N -0.99409 -2.57146 -0.49101
H 0.84304 -2.79317 1.11979
H -0.10347 -2.83547 2.48991
H -2.01641 -2.12747 1.24415
H -1.91784 -2.42542 -0.88140
H 0.43033 2.82091 -2.73718

maximum force = 1.00 eV/Å
spin multiplicity = 1
ΔE to the lowest compared entry with this formula, charge and spin = 24.4 kJ/mol
net charge = 0
SMILES = [H]/N=C/N.CCS
E_LUMO = 0.91 eV
frontier orbital gap = 9.7850 eV